A molecular structure, C35H43AlGe2NO7Si, computed with ωB97M-V/def2-TZVPD.

Element x y z (Å)
Al (1.44, 0.48, 1.51)
O (3.04, -0.27, 5.14)
C (2.38, 0.21, 4.07)
O (2.59, -0.24, 2.89)
C (1.45, 1.25, 4.22)
C (0.88, 1.83, 5.39)
C (-0.15, 2.70, 5.24)
C (-0.61, 3.04, 3.95)
C (0.00, 2.45, 2.87)
N (1.01, 1.61, 2.99)
C (-0.45, 2.55, 1.42)
O (-1.36, 3.22, 1.01)
O (0.28, 1.73, 0.69)
H (3.54, -1.04, 4.86)
H (1.27, 1.59, 6.38)
H (-0.62, 3.14, 6.12)
H (-1.43, 3.73, 3.76)
C (0.99, 3.33, -3.90)
Ge (1.37, 2.80, -1.97)
C (0.96, 4.30, -0.80)
C (3.29, 2.39, -1.82)
Ge (-0.10, 0.89, -1.71)
C (0.44, -0.42, -3.03)
C (1.48, -0.12, -3.92)
C (1.92, -1.07, -4.84)
C (1.32, -2.34, -4.87)
C (0.25, -2.63, -4.03)
C (-0.19, -1.66, -3.11)
C (-1.95, 1.47, -1.81)
C (-2.22, 2.82, -2.16)
C (-3.53, 3.31, -2.08)
C (-4.56, 2.49, -1.63)
C (-4.33, 1.15, -1.35)
C (-3.03, 0.65, -1.47)
H (1.82, 3.91, -4.32)
H (0.09, 3.93, -4.00)
H (0.82, 2.46, -4.51)
H (1.47, 5.21, -1.17)
H (1.30, 4.15, 0.20)
H (-0.13, 4.49, -0.74)
H (3.86, 3.32, -1.91)
H (3.62, 1.69, -2.58)
H (3.52, 1.95, -0.85)
H (2.00, 0.82, -3.85)
H (2.76, -0.92, -5.50)
H (1.69, -3.10, -5.54)
H (-0.24, -3.62, -4.05)
H (-1.03, -1.88, -2.47)
H (-1.43, 3.48, -2.43)
H (-3.74, 4.33, -2.38)
H (-5.55, 2.90, -1.50)
H (-5.15, 0.51, -1.01)
H (-2.87, -0.38, -1.21)
C (5.26, -0.72, 0.63)
Si (3.53, -1.19, 0.01)
C (3.78, -1.64, -1.79)
C (2.82, -2.72, 0.86)
O (2.52, 0.09, 0.22)
H (5.99, -1.43, 0.21)
H (5.34, -0.75, 1.73)
H (5.50, 0.32, 0.32)
H (4.47, -2.48, -1.82)
H (4.25, -0.86, -2.41)
H (2.85, -1.88, -2.32)
H (3.32, -3.60, 0.50)
H (1.73, -2.84, 0.68)
H (2.97, -2.71, 1.94)
C (-5.25, -4.17, 2.32)
C (-4.08, -3.33, 1.87)
C (-3.11, -3.91, 1.07)
C (-2.00, -3.18, 0.62)
C (-0.97, -3.85, -0.19)
C (-1.88, -1.87, 1.09)
C (-2.84, -1.28, 1.94)
C (-2.70, 0.12, 2.44)
C (-3.95, -2.02, 2.31)
C (-0.67, -1.04, 0.74)
O (-0.55, -0.64, -0.44)
O (0.14, -0.76, 1.69)
H (-5.33, -5.06, 1.74)
H (-6.19, -3.64, 2.24)
H (-5.14, -4.44, 3.40)
H (-3.22, -4.92, 0.76)
H (-0.50, -4.63, 0.42)
H (-0.19, -3.18, -0.51)
H (-1.44, -4.29, -1.08)
H (-2.51, 0.86, 1.64)
H (-1.86, 0.21, 3.14)
H (-3.61, 0.44, 2.94)
H (-4.72, -1.58, 2.91)

Energy relative to the best compared isomer or geometry (same formula, charge and spin) in kcal per mole: 0.00
<S²>: 0.76
Charge: 0
HOMO (alpha / beta) in eV: -6.32 / -8.90
LUMO energy (alpha / beta) in eV: 0.342 / -0.178
Multiplicity: 2
Kohn-Sham gap (alpha / beta) in eV: 6.7 / 8.7

Let us look at the Mulliken charges, expressed in e, one per atom: number 1, Al, carries -0.407; number 2, O, carries -0.584; number 3, C, carries 0.100; number 4, O, carries -0.451; number 5, C, carries 0.503; number 6, C, carries -0.755; number 7, C, carries -0.372; number 8, C, carries -0.869; number 9, C, carries 0.260; number 10, N, carries 0.401; number 11, C, carries -0.689; number 12, O, carries -0.661; number 13, O, carries 0.158; number 14, H, carries 0.355; number 15, H, carries 0.466; number 16, H, carries 0.438; number 17, H, carries 0.546; number 18, C, carries -1.238; number 19, Ge, carries 1.546; number 20, C, carries -1.431; number 21, C, carries -1.105; number 22, Ge, carries 1.767; number 23, C, carries 0.696; number 24, C, carries -0.272; number 25, C, carries -1.240; number 26, C, carries -0.585; number 27, C, carries -0.895; number 28, C, carries -0.177; number 29, C, carries 0.442; number 30, C, carries -0.214; number 31, C, carries -0.998; number 32, C, carries -0.500; number 33, C, carries -0.944; number 34, C, carries -0.150; number 35, H, carries 0.491; number 36, H, carries 0.376; number 37, H, carries 0.458; number 38, H, carries 0.538; number 39, H, carries 0.386; number 40, H, carries 0.332; number 41, H, carries 0.491; number 42, H, carries 0.335; number 43, H, carries 0.127; number 44, H, carries 0.068; number 45, H, carries 0.412; number 46, H, carries 0.382; number 47, H, carries 0.384; number 48, H, carries 0.468; number 49, H, carries 0.090; number 50, H, carries 0.406; number 51, H, carries 0.389; number 52, H, carries 0.428; number 53, H, carries 0.419; number 54, C, carries -1.264; number 55, Si, carries 1.276; number 56, C, carries -0.948; number 57, C, carries -1.009; number 58, O, carries -0.290; number 59, H, carries 0.355; number 60, H, carries 0.244; number 61, H, carries 0.292; number 62, H, carries 0.557; number 63, H, carries 0.292; number 64, H, carries 0.002; number 65, H, carries 0.594; number 66, H, carries 0.007; number 67, H, carries 0.230; number 68, C, carries -1.591; number 69, C, carries 0.840; number 70, C, carries -1.058; number 71, C, carries 1.072; number 72, C, carries -1.161; number 73, C, carries 0.198; number 74, C, carries 0.846; number 75, C, carries -1.011; number 76, C, carries -1.041; number 77, C, carries 0.109; number 78, O, carries -0.624; number 79, O, carries -0.065; number 80, H, carries 0.386; number 81, H, carries 0.376; number 82, H, carries 0.286; number 83, H, carries 0.422; number 84, H, carries 0.405; number 85, H, carries -0.369; number 86, H, carries 0.437; number 87, H, carries -0.002; number 88, H, carries 0.207; number 89, H, carries 0.424; number 90, H, carries 0.456